{
  "formula": "H8O3S2",
  "method": "wB97M-V/def2-TZVPD",
  "orbital_gap_ha": 0.157,
  "lumo_energy_ha": -0.2055,
  "max_force_ev_per_a": 11.30,
  "energy_ev": -27934.872,
  "charge": 0,
  "e_above_lowest_kj_mol": 783.4,
  "homo_ev": -9.87,
  "species": ["S", "S", "O", "O", "O", "H", "H", "H", "H", "H", "H", "H", "H"],
  "coordinates": [[-0.00385, -1.07843, 1.63947], [-0.41094, 0.05011, -2.10959], [1.53630, 1.39752, 1.31511], [-2.63976, -0.85496, -0.15294], [1.79521, 1.59402, -0.62770], [1.69994, 1.31772, 0.29585], [1.00852, 0.60153, 1.60461], [0.68974, -2.05328, 2.22999], [-2.11953, -0.96553, -0.94521], [-1.99451, -1.05654, 0.51935], [0.13422, -0.76882, -3.02017], [0.83917, 2.05523, 1.46675], [1.17057, 1.16522, -1.23668]],
  "nbo_charge": [-0.279, -0.051, -0.800, -0.946, -0.920, 0.418, 0.468, 0.134, 0.463, 0.464, 0.118, 0.495, 0.435]
}



{
  "formula": "H8O4",
  "method": "wB97M-V/def2-TZVPD",
  "orbital_gap_ha": 0.428,
  "smiles": "O.O.O.O",
  "lumo_energy_ha": 0.0124,
  "max_force_ev_per_a": 0.30,
  "energy_ev": -8319.555,
  "charge": 0,
  "e_above_lowest_kj_mol": 108.2,
  "homo_ev": -11.31,
  "species": ["O", "O", "O", "O", "H", "H", "H", "H", "H", "H", "H", "H"],
  "coordinates": [[-0.94617, 0.64975, -1.57376], [3.28197, -0.63206, -0.55199], [1.79176, -0.96391, 3.83704], [-5.38667, 1.28482, -1.13344], [-0.05620, 0.46141, -1.27591], [2.14152, -0.86423, 2.95162], [4.08952, -1.14571, -0.53602], [3.47549, 0.10127, -1.13596], [2.42501, -1.52608, 4.28334], [-5.54036, 0.34850, -1.25961], [-4.43354, 1.37158, -1.11764], [-0.84236, 0.91466, -2.48769]],
  "nbo_charge": [-0.939, -0.940, -0.935, -0.939, 0.472, 0.470, 0.471, 0.469, 0.465, 0.466, 0.472, 0.467]
}



{
  "formula": "H8O4",
  "method": "wB97M-V/def2-TZVPD",
  "orbital_gap_ha": 0.414,
  "smiles": "O.O.O.O",
  "lumo_energy_ha": 0.0160,
  "max_force_ev_per_a": 3.30,
  "energy_ev": -8319.909,
  "charge": 0,
  "e_above_lowest_kj_mol": 74.0,
  "homo_ev": -10.84,
  "species": ["O", "O", "O", "O", "H", "H", "H", "H", "H", "H", "H", "H"],
  "coordinates": [[-0.73692, -2.29895, -0.51159], [1.01475, -0.46704, 0.50772], [-0.86505, 1.50557, 1.43261], [0.27799, 1.73035, -1.27514], [-0.60384, 2.35405, 1.76363], [-1.63198, -2.23096, -0.12167], [1.78045, -0.97186, 0.65831], [0.43699, 1.23284, -0.52215], [0.90818, 1.44710, -1.94682], [-0.09929, 0.93816, 1.37685], [-0.85509, -2.14488, -1.45132], [0.37382, -1.09437, 0.08957]],
  "nbo_charge": [-0.948, -1.002, -0.961, -0.945, 0.469, 0.494, 0.477, 0.480, 0.458, 0.485, 0.487, 0.505]
}



{
  "formula": "H8O4",
  "method": "wB97M-V/def2-TZVPD",
  "orbital_gap_ha": 0.404,
  "smiles": "O.O.O.O",
  "lumo_energy_ha": 0.0118,
  "max_force_ev_per_a": 0.89,
  "energy_ev": -8319.778,
  "charge": 0,
  "e_above_lowest_kj_mol": 86.7,
  "homo_ev": -10.68,
  "species": ["O", "O", "O", "O", "H", "H", "H", "H", "H", "H", "H", "H"],
  "coordinates": [[0.07248, -0.78763, -0.41564], [0.59620, 1.71644, 0.68414], [-0.80859, 1.33100, -2.84936], [0.30310, -1.26636, 2.20513], [-1.40331, 0.93648, -3.48724], [0.20413, -0.60243, 2.88750], [0.44172, 0.95209, 0.12903], [0.17302, -1.61417, -0.88783], [0.10108, -1.03434, 0.50878], [-0.12685, 0.67218, -2.71737], [0.60580, -2.04590, 2.67088], [-0.15879, 1.74264, 1.27197]],
  "nbo_charge": [-0.985, -0.954, -0.931, -0.950, 0.461, 0.489, 0.490, 0.473, 0.499, 0.470, 0.485, 0.453]
}



{
  "formula": "H8O4",
  "method": "wB97M-V/def2-TZVPD",
  "orbital_gap_ha": 0.406,
  "smiles": "O.O.O.O",
  "lumo_energy_ha": 0.0017,
  "max_force_ev_per_a": 0.39,
  "energy_ev": -8319.968,
  "charge": 0,
  "e_above_lowest_kj_mol": 68.3,
  "homo_ev": -11.00,
  "species": ["O", "O", "O", "O", "H", "H", "H", "H", "H", "H", "H", "H"],
  "coordinates": [[-1.31659, 1.59415, 1.50984], [2.13624, -2.12772, -0.32661], [-0.69864, -1.42192, -0.90385], [0.03755, 1.48734, -1.15966], [0.95607, 1.47748, -0.86940], [2.11846, -1.44687, 0.35094], [-0.68562, 2.26024, 1.80917], [1.20757, -2.24186, -0.57860], [-1.61963, -1.58323, -0.67734], [-0.48653, 1.67768, -0.36235], [-0.56262, -0.46863, -0.78801], [-1.08627, 0.79332, 1.99585]],
  "nbo_charge": [-0.948, -0.954, -0.974, -0.958, 0.471, 0.454, 0.477, 0.495, 0.473, 0.488, 0.493, 0.482]
}



{
  "formula": "H8O4",
  "method": "wB97M-V/def2-TZVPD",
  "orbital_gap_ha": 0.396,
  "smiles": "O.O.O.O",
  "lumo_energy_ha": 0.0043,
  "max_force_ev_per_a": 0.88,
  "energy_ev": -8319.940,
  "charge": 0,
  "e_above_lowest_kj_mol": 71.0,
  "homo_ev": -10.65,
  "species": ["O", "O", "O", "O", "H", "H", "H", "H", "H", "H", "H", "H"],
  "coordinates": [[-0.12778, 2.14746, 0.79622], [-0.73039, 1.23250, -2.84464], [1.18952, -1.79720, 1.43334], [-0.71691, -0.36770, 0.02279], [-0.83150, 1.19653, -1.89348], [-0.74818, 0.31674, -3.12268], [-1.54250, -0.77837, 0.27966], [0.80117, 2.01817, 0.98747], [-0.04195, -0.97217, 0.33147], [2.11144, -1.84201, 1.17979], [1.10957, -2.41719, 2.15822], [-0.47252, 1.26321, 0.67179]],
  "nbo_charge": [-0.967, -0.945, -0.955, -0.972, 0.483, 0.461, 0.477, 0.457, 0.504, 0.485, 0.486, 0.485]
}